Entry 1:
# C16H52N6O10

A cluster of 10 separate species, C16H52N6O10 in total at a distorted geometry (ωB97M-V with the def2-TZVPD basis set, OMol25).

Frontier orbital gap in eV: 8.78
E_LUMO in eV: 0.45
Relative energy (zero: lowest compared OMol25 entry of this formula, charge and spin) in kJ/mol: 588.3
SMILES: NC(N)=O.NC(N)=O.NC(N)=O.CCO.CCO.CCO.CCO.CCO.CCO.CO

XYZ file:
```
84
Properties=species:S:1:pos:R:3:forces:R:3:mulliken_charge:R:1
N 1.571 1.795 -1.454 -1.822 1.879 -1.568 0.190
C 2.856 1.763 -1.790 4.457 -3.637 3.801 0.436
N 3.201 2.393 -2.912 0.194 2.520 -2.975 -0.408
O 3.804 1.059 -1.033 -4.470 3.315 -3.721 -0.682
H 1.295 1.311 -0.639 -0.205 -0.780 0.941 -0.419
H 0.818 2.430 -1.913 2.000 -1.823 0.980 0.291
H 4.167 2.501 -3.295 -1.365 -0.567 1.280 0.285
H 2.509 3.045 -3.398 1.308 -1.557 1.151 0.192
N 3.090 -2.487 -2.850 -2.151 3.269 -6.414 -0.354
C 3.279 -2.767 -1.639 -1.449 0.380 7.947 0.213
N 4.264 -3.638 -1.405 0.177 -0.242 -0.839 -0.418
O 2.506 -2.255 -0.633 3.143 -2.476 -4.406 -0.192
H 2.422 -1.720 -2.998 0.431 -0.512 0.074 0.240
H 3.666 -2.654 -3.693 -0.283 -0.271 1.458 0.245
H 4.382 -3.903 -0.475 0.656 -0.306 1.426 0.186
H 4.949 -3.875 -2.119 -0.403 0.098 0.609 0.170
N -0.022 -2.420 -2.034 3.537 -2.450 -3.643 0.146
C -1.178 -2.107 -1.609 -7.612 -0.894 -1.695 0.193
N -1.143 -1.158 -0.664 -4.148 0.062 0.981 2.020
O -2.342 -2.583 -2.152 5.064 2.180 2.516 -0.808
H 0.124 -2.909 -2.928 -0.592 0.172 1.100 0.324
H 0.769 -2.310 -1.452 1.247 0.355 0.743 -0.144
H -2.127 -0.935 -0.295 1.985 -0.309 -0.673 -0.455
H -0.361 -0.701 -0.248 0.952 0.024 -0.093 -0.354
C -3.331 2.250 -3.274 0.855 -0.313 -0.756 -1.514
C -2.877 1.227 -2.224 1.211 0.385 -0.675 0.575
O -1.498 0.906 -2.469 -0.101 -0.811 0.010 -0.704
H -2.516 2.949 -3.584 -0.547 -0.410 0.718 0.294
H -4.201 2.786 -2.974 -0.569 0.703 0.592 0.396
H -3.650 1.802 -4.223 0.265 -0.445 0.228 0.359
H -3.469 0.324 -2.245 -0.345 -0.343 -0.226 0.174
H -2.880 1.594 -1.208 -0.577 0.626 0.392 -0.209
H -1.326 0.054 -1.972 -0.136 1.284 -0.596 0.221
C 3.887 -0.818 2.221 -0.880 4.211 -0.410 -0.179
C 5.283 -0.705 1.612 -1.126 1.881 0.275 -0.466
O 5.251 -1.352 0.399 1.936 -2.943 -0.055 -0.494
H 3.216 -0.287 1.455 0.599 -1.460 0.710 -0.241
H 3.683 -0.084 3.061 0.724 -1.033 -0.274 0.338
H 3.545 -1.780 2.487 -0.235 -1.092 0.098 0.171
H 6.059 -1.079 2.253 0.517 -0.343 0.127 0.354
H 5.492 0.355 1.312 -0.041 -0.407 1.185 0.265
H 4.777 -0.800 -0.170 -1.442 1.374 -1.656 0.227
C 1.217 4.200 0.600 -1.710 -0.567 -0.742 -0.711
C -0.082 5.089 0.635 1.694 0.509 -0.899 -0.323
O -0.975 4.688 -0.385 -0.168 -0.647 -0.420 -0.449
H 1.620 4.054 -0.380 -0.183 0.489 -1.040 0.164
H 1.114 3.138 0.890 -0.486 0.684 0.480 -0.112
H 2.040 4.601 1.103 0.964 0.864 1.377 0.566
H 0.143 6.187 0.384 0.197 -1.410 1.006 0.380
H -0.576 4.967 1.587 0.001 0.310 0.560 0.246
H -1.595 5.409 -0.499 -0.222 -0.043 -0.143 0.273
C -0.113 -4.337 0.990 -0.698 -0.917 -1.036 -1.080
C 0.431 -3.672 2.147 2.104 -0.339 -0.695 -0.306
O 1.130 -2.555 1.558 -2.698 1.499 3.185 -0.365
H 0.620 -4.571 0.236 0.139 -0.137 -0.278 0.323
H -0.944 -3.827 0.597 -0.603 1.290 -1.071 0.040
H -0.623 -5.171 1.325 -0.669 -2.642 0.528 0.520
H 1.164 -4.362 2.597 -0.095 0.482 0.369 0.330
H -0.376 -3.525 2.843 0.090 1.255 0.538 0.381
H 1.903 -2.874 1.170 2.156 -0.549 -1.484 0.005
C -1.196 1.388 1.427 -1.475 0.124 0.870 0.533
C -0.004 0.609 1.837 -1.488 -1.432 1.037 -1.268
O 0.768 -0.016 0.877 0.257 -1.040 -1.127 -0.067
H -0.882 2.116 0.734 -0.325 0.901 -1.440 -0.040
H -1.635 1.960 2.282 0.770 -0.366 -0.248 0.553
H -2.051 0.752 1.150 0.609 0.373 -0.721 -0.794
H -0.416 -0.186 2.440 0.133 -0.268 1.025 0.433
H 0.628 1.208 2.389 1.357 1.384 1.634 0.521
H 0.780 -0.981 1.161 0.798 0.787 -0.582 0.022
C -3.095 -2.525 1.658 -0.071 0.206 0.477 -0.087
C -3.804 -1.162 1.549 -1.932 -3.246 -2.399 -0.597
O -3.610 -0.744 0.183 -1.640 0.675 0.670 -0.549
H -2.030 -2.330 1.444 -0.474 -0.344 -0.126 -0.690
H -3.514 -3.323 0.963 0.536 1.150 0.989 0.364
H -3.129 -2.798 2.734 -0.142 -0.350 -0.627 0.409
H -3.382 -0.490 2.191 1.051 1.923 1.852 0.199
H -4.904 -1.282 1.757 1.004 0.271 -0.124 0.428
H -4.394 -0.244 -0.104 0.525 -0.142 0.016 0.260
C -4.437 2.503 1.753 0.450 -0.298 -0.188 -0.300
O -5.589 2.236 1.034 -1.273 -1.489 0.449 -0.529
H -3.628 2.333 1.086 1.260 0.110 -0.300 -0.119
H -4.362 1.803 2.554 0.021 -0.415 0.746 0.216
H -4.422 3.506 2.119 0.137 0.758 0.493 0.460
H -5.737 2.996 0.522 -0.661 1.310 -1.279 0.294
```
Forces are in eV/Å.

=====

Entry 2:
# C16H53B3N18O12

A structure of composition C16H53B3N18O12 at a distorted geometry (ωB97M-V with the def2-TZVPD basis set, OMol25).

Frontier orbital gap in eV: 9.93
E_LUMO in eV: 0.43

XYZ file:
```
102
Properties=species:S:1:pos:R:3:forces:R:3:mulliken_charge:R:1
C 3.448 -1.629 -1.305 -0.056 0.808 0.191 -0.784
C 3.636 -0.063 -1.381 0.079 -0.751 -0.695 0.123
C 2.716 0.580 -2.464 0.038 0.117 0.458 -0.808
C 1.187 0.407 -2.150 0.577 1.316 -0.212 0.218
C 0.562 1.741 -1.631 -0.783 -0.423 -0.361 -1.070
C -1.011 1.690 -1.610 1.271 0.042 1.086 -0.462
C -1.451 0.652 -0.512 -0.723 0.585 -0.809 -0.322
B -2.321 -0.559 -1.035 0.638 -0.192 0.497 0.114
O -2.640 -0.846 -2.380 -0.482 -1.169 1.147 -0.495
B -3.332 -2.077 -2.506 -0.602 -0.141 0.158 0.469
O -4.401 -2.428 -1.637 1.625 2.111 0.230 -0.562
B -4.223 -1.627 -0.477 0.693 -1.590 -0.480 0.883
O -2.890 -1.444 -0.062 -1.398 1.215 -0.966 -0.254
H 4.211 -2.121 -1.939 -0.732 0.235 0.582 0.243
H 3.557 -1.934 -0.244 -0.056 -0.144 -0.647 0.236
H 2.432 -1.894 -1.658 0.555 -0.054 0.285 0.244
H 4.702 0.078 -1.664 -0.541 0.247 0.255 -0.392
H 3.479 0.403 -0.388 -0.039 -0.138 -0.542 0.365
H 2.949 0.176 -3.470 -0.027 -0.050 0.618 0.376
H 2.935 1.668 -2.538 -0.075 -0.553 0.074 0.328
H 1.043 -0.351 -1.362 -0.081 0.012 -0.645 0.008
H 0.689 0.149 -3.103 -0.053 -0.214 0.668 0.235
H 0.886 2.601 -2.248 -0.009 -0.450 0.220 0.447
H 0.879 1.922 -0.583 0.038 0.038 -0.512 0.272
H -1.415 1.467 -2.614 0.141 0.170 0.486 0.376
H -1.314 2.695 -1.253 -0.222 -0.533 -0.496 0.279
H -0.554 0.329 0.054 -0.652 -0.043 -0.118 0.267
H -2.108 1.208 0.211 0.601 -0.670 -0.374 0.169
H -3.042 -2.890 -3.320 0.068 0.267 -0.245 -0.114
H -5.154 -1.177 0.094 -0.062 -0.047 0.153 -0.140
C -5.896 -1.256 3.478 -0.081 0.041 -0.038 0.696
O -5.536 -0.092 3.338 -0.088 0.045 0.254 -0.672
N -6.765 -1.647 4.449 0.032 0.187 -0.036 -0.283
N -5.447 -2.252 2.666 0.170 -0.038 -0.107 -0.400
H -7.069 -2.593 4.585 0.075 0.004 0.200 0.135
H -7.115 -0.937 5.065 -0.083 -0.097 0.039 0.176
H -4.803 -1.991 1.941 -0.005 0.003 0.135 0.131
H -5.721 -3.211 2.753 -0.035 0.021 0.059 0.150
C -1.993 3.578 2.555 -0.154 -0.147 -0.094 0.632
O -2.204 3.021 1.488 0.072 0.182 0.103 -0.618
N -0.860 4.299 2.791 0.261 0.107 -0.084 -0.383
N -2.873 3.522 3.593 -0.211 -0.041 0.065 -0.352
H -0.665 4.763 3.657 -0.040 -0.017 0.012 0.158
H -0.191 4.359 2.046 -0.027 -0.008 0.012 0.219
H -3.715 2.995 3.451 0.050 -0.046 0.015 0.161
H -2.722 3.969 4.477 0.012 -0.002 -0.003 0.135
C 6.983 -2.504 -3.327 -0.076 0.106 -0.016 0.619
O 5.786 -2.369 -3.119 0.433 -0.086 -0.212 -0.699
N 7.673 -1.688 -4.170 -0.130 0.020 -0.200 -0.254
N 7.722 -3.484 -2.731 -0.003 -0.245 0.184 -0.406
H 8.654 -1.775 -4.354 0.005 0.028 0.031 0.144
H 7.156 -0.950 -4.619 0.114 0.186 0.179 0.054
H 7.242 -4.102 -2.104 0.006 0.022 -0.018 0.242
H 8.703 -3.613 -2.886 -0.004 0.039 -0.023 0.154
C -6.464 -2.822 7.948 -0.005 0.059 0.397 0.732
O -7.075 -3.273 6.983 -0.113 -0.031 -0.055 -0.737
N -5.334 -2.077 7.802 0.132 0.124 -0.324 -0.402
N -6.868 -3.027 9.228 -0.144 -0.266 -0.146 -0.347
H -4.816 -1.696 8.571 -0.033 -0.044 0.042 0.163
H -5.012 -1.909 6.865 -0.005 -0.036 0.018 0.209
H -7.709 -3.566 9.369 -0.115 0.169 0.099 0.128
H -6.385 -2.665 10.027 0.008 0.051 -0.028 0.166
C -6.093 3.010 6.651 0.027 0.030 0.295 0.554
O -5.892 3.470 7.765 -0.002 -0.035 -0.173 -0.669
N -5.777 1.727 6.319 0.010 -0.337 -0.168 -0.237
N -6.648 3.743 5.644 -0.068 0.252 -0.173 -0.358
H -5.931 1.329 5.405 0.143 0.016 -0.053 0.180
H -5.366 1.157 7.034 -0.020 0.037 0.011 0.132
H -6.893 4.693 5.851 -0.002 -0.029 0.013 0.205
H -6.820 3.385 4.724 0.003 -0.057 0.029 0.179
C 7.822 1.861 -4.126 0.244 0.359 0.146 0.664
O 7.258 1.381 -5.107 -0.072 -0.380 -0.065 -0.767
N 8.921 2.645 -4.235 0.210 -0.357 -0.200 -0.369
N 7.377 1.646 -2.856 -0.276 -0.240 0.008 -0.341
H 9.388 3.060 -3.452 -0.087 0.029 0.037 0.139
H 9.265 2.829 -5.163 -0.218 0.335 -0.015 0.253
H 6.560 1.071 -2.746 0.003 0.033 0.029 0.213
H 7.816 2.028 -2.041 0.026 0.035 -0.032 0.148
C 7.067 -0.599 -8.484 -0.037 0.145 0.182 0.505
O 7.167 0.551 -8.886 -0.041 -0.110 -0.022 -0.632
N 7.021 -0.912 -7.160 0.059 -0.026 -0.035 -0.149
N 6.993 -1.665 -9.334 0.025 -0.099 -0.313 -0.392
H 6.937 -1.847 -6.808 -0.038 -0.026 -0.086 0.175
H 7.073 -0.151 -6.507 0.004 0.345 0.099 0.213
H 7.024 -1.470 -10.317 -0.005 0.003 0.027 0.235
H 6.910 -2.616 -9.029 -0.013 0.024 0.049 0.155
C 8.108 4.630 -7.652 -0.272 -0.440 -0.111 0.649
O 8.599 4.547 -6.534 0.217 0.127 0.008 -0.659
N 7.312 3.658 -8.168 -0.019 0.050 0.303 -0.270
N 8.325 5.703 -8.468 0.171 0.330 0.007 -0.421
H 6.902 3.700 -9.081 0.057 -0.072 -0.028 0.167
H 7.140 2.848 -7.595 0.048 -0.104 -0.150 0.137
H 8.910 6.436 -8.114 -0.017 -0.022 -0.006 0.221
H 7.935 5.792 -9.386 -0.029 -0.055 0.014 0.152
C -10.475 -4.581 8.525 0.087 0.001 -0.124 0.657
O -10.249 -3.774 9.418 0.097 -0.123 0.016 -0.658
N -11.532 -5.444 8.570 -0.246 -0.053 0.215 -0.389
N -9.686 -4.682 7.424 0.061 0.154 0.084 -0.263
H -11.736 -6.112 7.853 0.035 0.029 -0.031 0.159
H -12.131 -5.393 9.373 0.016 0.002 -0.021 0.234
H -8.899 -4.052 7.370 0.207 -0.044 -0.266 0.196
H -9.841 -5.337 6.683 -0.041 -0.025 0.037 0.155
```
Forces are in eV/Å.